No. 1
One molecule with the formula C26H32N4O6S. Source: the OMol25 dataset; level of theory: ωB97M-V with the def2-TZVPD basis set.

Values from the calculation:
Energy above the lowest of the compared OMol25 structures with the same formula, charge and spin in eV: 0.911
LUMO energy in eV: 0.436
Frontier orbital gap in eV: 8.60
Structure (SMILES): COCCNC(=O)CSc1nc2ccccc2c(=O)n1CCC(=O)NCCc1ccc(OC)c(OC)c1

Geometry (Å):
1 C 2.5863 3.0656 0.2315
2 O 2.0118 3.7506 -0.8580
3 C 0.9802 3.0534 -1.5076
4 C -0.2850 2.8490 -0.6583
5 N -0.2243 1.6354 0.1229
6 C -0.4057 1.6248 1.4487
7 O -0.7194 2.6052 2.0980
8 C -0.1907 0.2949 2.1594
9 S -0.1669 -1.1760 1.1106
10 C 1.5539 -1.2801 0.7433
11 N 2.3374 -0.4400 1.3150
12 C 3.6799 -0.5176 1.0721
13 C 4.5434 0.3952 1.6878
14 C 5.8962 0.3206 1.4505
15 C 6.4210 -0.6547 0.6021
16 C 5.5841 -1.5577 -0.0121
17 C 4.2079 -1.4997 0.2173
18 C 3.3050 -2.4358 -0.4335
19 O 3.6349 -3.3104 -1.2110
20 N 1.9540 -2.2747 -0.0980
21 C 1.0213 -3.1503 -0.7767
22 C 0.8047 -2.7171 -2.2345
23 C 0.2246 -1.3191 -2.3223
24 O 0.7390 -0.3591 -1.7699
25 N -0.8841 -1.2095 -3.0716
26 C -1.6232 0.0209 -3.2309
27 C -3.0863 -0.1420 -2.7974
28 C -3.2066 -0.5212 -1.3466
29 C -3.1235 -1.8447 -0.9472
30 C -3.2352 -2.1716 0.3890
31 C -3.4397 -1.2041 1.3666
32 O -3.5155 -1.6991 2.6344
33 C -4.0034 -0.9179 3.7030
34 C -3.5247 0.1459 0.9711
35 O -3.7430 1.0867 1.9383
36 C -3.9145 2.4336 1.5670
37 C -3.3958 0.4548 -0.3771
38 H 1.9241 3.0594 1.1027
39 H 2.8341 2.0329 -0.0370
40 H 3.4990 3.6038 0.4824
41 H 1.3373 2.0702 -1.8513
42 H 0.7366 3.6697 -2.3766
43 H -1.1555 2.8079 -1.3244
44 H -0.4099 3.6865 0.0337
45 H 0.0942 0.8066 -0.3684
46 H -0.9926 0.1500 2.8825
47 H 0.7701 0.3285 2.6770
48 H 4.1237 1.1450 2.3395
49 H 6.5620 1.0256 1.9263
50 H 7.4856 -0.6978 0.4288
51 H 5.9608 -2.3226 -0.6743
52 H 0.0773 -3.1592 -0.2296
53 H 1.4601 -4.1526 -0.7766
54 H 1.7785 -2.7199 -2.7309
55 H 0.1589 -3.4439 -2.7261
56 H -1.2803 -2.0317 -3.4986
57 H -1.1224 0.7719 -2.6181
58 H -1.5836 0.3367 -4.2800
59 H -3.6014 0.8012 -2.9837
60 H -3.5534 -0.9114 -3.4171
61 H -2.9928 -2.6307 -1.6759
62 H -3.1740 -3.1971 0.7163
63 H -4.0614 -1.6032 4.5489
64 H -4.9983 -0.5208 3.4892
65 H -3.3346 -0.0910 3.9497
66 H -4.1610 2.9537 2.4911
67 H -2.9936 2.8587 1.1609
68 H -4.7349 2.5532 0.8519
69 H -3.4510 1.4861 -0.6882

Atom charges from the Löwdin analysis, given in e for atoms 1 to 8: C -0.0983; O -0.1760; C -0.2061; C -0.1414; N 0.0688; C -0.5664; O 0.0396; C -0.3072

No. 2
C26H33BFN5S2Sn as an isolated structure at a distorted geometry. Source: the OMol25 dataset; level of theory: ωB97M-V with the def2-TZVPD basis set.

Values from the calculation:
LUMO energy (spin up / spin down) in eV: -8.992 / -8.549
Frontier orbital gap (spin up / spin down) in eV: 4.23 / 4.70
Total charge: +2

Geometry (Å):
1 Sn 0.2157 -0.2507 0.1940
2 C 4.6726 0.3649 1.5744
3 N 3.9308 -0.7546 2.1259
4 C 4.4785 -1.9672 2.4556
5 C 3.4857 -2.7082 3.0034
6 N 2.3381 -1.9568 3.0260
7 B 1.0714 -2.5681 3.7462
8 N -0.0798 -1.5349 3.9216
9 C -0.3606 -0.8829 5.0931
10 C -1.5597 -0.2605 4.9614
11 N -2.0120 -0.5394 3.6964
12 C -3.2789 -0.1163 3.1268
13 C -1.0943 -1.3156 3.0814
14 S -1.2602 -1.8849 1.4538
15 C 2.6198 -0.7688 2.4847
16 S 1.5688 0.5900 2.2267
17 H 5.3592 0.0032 0.8111
18 H 5.2450 0.8610 2.3576
19 H 3.9798 1.0773 1.1365
20 H 5.5175 -2.1902 2.2866
21 H 3.5004 -3.7117 3.3917
22 H 1.4308 -2.8815 4.8425
23 H 0.6790 -3.4921 3.0965
24 H 0.3042 -0.9246 5.9375
25 H -2.1252 0.3311 5.6596
26 H -3.8073 0.4909 3.8556
27 H -3.8909 -0.9801 2.8757
28 H -3.1135 0.4664 2.2222
29 C -0.8516 2.9065 0.1290
30 C -0.0822 4.0568 -0.5299
31 C -0.9375 4.7312 -1.6152
32 C 1.3450 3.6959 -0.9368
33 C 2.3316 4.5602 -0.5002
34 C 3.6805 4.2458 -0.5857
35 C 4.0781 3.0159 -1.1017
36 C 3.1604 2.0978 -1.5664
37 C 3.7150 0.8669 -2.2674
38 C 3.5768 1.0016 -3.7921
39 C 3.1732 -0.4791 -1.7805
40 C 1.7625 2.4609 -1.5391
41 N 0.8814 1.5599 -2.0401
42 C 0.0065 1.8549 -3.0039
43 C 0.2258 2.9401 -3.9078
44 C -0.5473 3.0888 -5.0277
45 C -1.5956 2.2007 -5.2881
46 C -1.8701 1.1440 -4.4168
47 C -1.0732 0.9767 -3.3236
48 F -1.3237 -0.0282 -2.4894
49 H -1.7494 3.2971 0.6070
50 H -0.2420 2.4280 0.9044
51 H -1.1760 2.1605 -0.6017
52 H 0.0468 4.8117 0.2467
53 H -1.3635 4.0080 -2.3084
54 H -0.3600 5.4639 -2.1796
55 H -1.7638 5.2562 -1.1364
56 H 2.0394 5.4980 -0.0448
57 H 4.4210 4.9452 -0.2202
58 H 5.1340 2.7832 -1.1557
59 H 4.7853 0.8673 -2.0518
60 H 2.5324 0.9949 -4.1000
61 H 4.0781 0.1696 -4.2860
62 H 4.0335 1.9280 -4.1425
63 H 2.1467 -0.6395 -2.1128
64 H 3.2252 -0.5510 -0.6881
65 H 3.7737 -1.2891 -2.1942
66 H 1.0738 3.5872 -3.7260
67 H -0.3380 3.8903 -5.7227
68 H -2.1939 2.3116 -6.1822
69 H -2.6827 0.4558 -4.6060

Atom charges from the Löwdin analysis, given in e for atoms 1 to 8: Sn 0.9715; C -0.0240; N -0.1181; C -0.0087; C -0.0248; N 0.0188; B -0.4076; N -0.0234

No. 3
C26H33Br26ClF7IO11P3S as an isolated structure at a distorted geometry. Source: the OMol25 dataset; level of theory: ωB97M-V with the def2-TZVPD basis set.

Values from the calculation:
LUMO energy in eV: 0.718
Frontier orbital gap in eV: 6.64
Total charge: -1

Geometry (Å):
1 C -5.8751 -5.0837 1.7855
2 C -6.1390 -4.1837 2.9749
3 O -7.1495 -4.2036 3.6141
4 O -5.1116 -3.3369 3.3069
5 C -5.0480 -2.2064 2.4136
6 C -3.8291 -1.3829 2.7465
7 C -3.7276 0.0016 2.1105
8 C -3.4628 0.2227 0.6061
9 C -4.8198 0.7744 0.0030
10 C -6.0029 -0.1305 0.1963
11 O -6.1768 -1.1673 -0.3586
12 O -6.9949 0.3455 1.0970
13 C -7.8683 1.1912 0.4228
14 C -7.9220 2.6451 0.8312
15 O -8.5424 0.7918 -0.4781
16 O -2.6655 1.3754 0.4863
17 P -1.4250 1.4163 -0.6468
18 C -0.8963 3.0650 0.2760
19 Br -1.0394 2.7650 2.2906
20 C -1.6201 4.4484 0.2331
21 C -1.5774 5.3005 -1.0406
22 Br -3.3972 4.6521 1.0963
23 P 0.4656 1.2173 -1.9371
24 O -0.0272 0.8430 -3.4813
25 Cl 1.4256 3.0451 -2.1486
26 C -2.4886 2.2134 -2.0799
27 F -3.4731 2.9915 -1.5625
28 F -1.6009 3.1384 -2.6140
29 C -3.0816 1.5630 -3.3956
30 F -2.4447 2.0385 -4.4985
31 F -4.3324 2.1273 -3.5820
32 C -3.3877 0.0675 -3.7325
33 F -4.5253 -0.3725 -3.1787
34 F -2.3914 -0.7857 -3.6446
35 F -3.6983 0.0741 -5.0725
36 S 0.0560 0.1231 0.7024
37 C 0.8231 -1.2570 -0.1846
38 O -0.6127 -0.4692 1.8509
39 O 1.2826 0.9140 1.0549
40 O -1.8846 -0.1828 -1.1323
41 C -2.9305 -0.8333 -0.4400
42 P -2.7400 -2.6602 -0.0421
43 O -1.4136 -2.9581 0.8680
44 I -2.1143 -3.6890 -2.1977
45 H -6.3668 -6.0379 1.9468
46 H -6.2288 -4.5964 0.8758
47 H -4.7975 -5.2061 1.6891
48 H -5.1044 -2.5588 1.3828
49 H -5.9512 -1.6071 2.5900
50 H -2.8935 -1.9202 2.5705
51 H -3.8477 -1.2443 3.8314
52 H -2.9309 0.5183 2.6465
53 H -4.6276 0.5595 2.3898
54 H -4.9893 1.7209 0.5129
55 H -4.7443 0.9330 -1.0715
56 H -7.9262 3.2329 -0.0845
57 H -7.0626 2.9395 1.4300
58 H -8.8689 2.8231 1.3386
59 H 0.1694 3.2747 0.2600
60 H -1.0321 5.0607 0.9129
61 H -2.4172 5.1398 -1.7069
62 H -0.6511 5.0798 -1.5749
63 H -1.5516 6.3549 -0.7648
64 H 0.0448 1.6244 -4.0493
65 H 0.2867 -1.6356 -1.0520
66 H 1.8444 -1.0181 -0.4683
67 H 0.9033 -2.0547 0.5572
68 H -3.8008 -0.9705 -1.0953
69 H -1.6972 -3.4588 1.6424
70 C 5.2778 2.0455 -2.5457
71 Br 6.9061 1.0240 -2.3862
72 Br 3.7810 0.9300 -3.0108
73 Br 4.9385 3.0820 -0.9600
74 H 5.4187 2.7422 -3.3578
75 C 2.1491 0.6356 5.1032
76 Br 1.5322 0.5320 3.2449
77 Br 2.9315 -1.0403 5.6943
78 Br 3.3760 2.1129 5.3564
79 H 1.2966 0.8254 5.7422
80 C -4.6028 -7.0799 -2.2054
81 Br -5.9090 -8.4762 -2.4565
82 Br -5.3548 -5.3377 -2.5126
83 Br -3.7485 -7.2130 -0.4856
84 H -3.8334 -7.2283 -2.9493
85 C 10.7167 -1.2524 -1.9076
86 Br 12.1804 -0.1739 -2.5492
87 Br 9.9213 -0.4928 -0.3282
88 Br 9.4226 -1.5766 -3.2948
89 H 11.1284 -2.2105 -1.6258
90 C 2.6788 -2.6469 9.9915
91 Br 4.0729 -1.5496 9.2476
92 Br 1.9573 -1.8811 11.6083
93 Br 1.2968 -3.0207 8.7066
94 H 3.1260 -3.5919 10.2618
95 C 6.9165 -1.1618 2.0076
96 Br 6.2680 -2.8260 1.2843
97 Br 5.5255 -0.1684 2.8820
98 Br 8.4318 -1.4385 3.1740
99 H 7.2614 -0.5693 1.1717
100 C 15.6139 1.4747 -3.6759
101 Br 15.0559 1.4059 -5.5169
102 Br 16.3521 -0.2055 -3.0941
103 Br 16.8261 2.9348 -3.3510
104 H 14.7298 1.6578 -3.0817
105 C 6.2377 3.7560 -6.5890
106 Br 7.8561 2.7324 -6.3880
107 Br 4.7312 2.6327 -7.0030
108 Br 5.8963 4.8448 -5.0374
109 H 6.3813 4.4252 -7.4245

Atom charges from the Löwdin analysis, given in e for atoms 1 to 8: C -0.0017; C -0.5221; O 0.1318; O -0.0352; C -0.2068; C -0.1540; C -0.0866; C -0.3841